Record 1
A molecular structure, C29H26F3NO7PS3 at a distorted geometry. Source: OMol25; level of theory: wB97M-V/def2-TZVPD.

Geometry as XYZ:
```
70
Properties=species:S:1:pos:R:3:forces:R:3:nbo_charge:R:1
S 1.425 -0.242 2.050 -2.7 -0.9 -0.7 2.268
S 2.474 2.764 -0.613 -2.2 -0.8 0.1 1.688
S -1.351 0.613 -0.772 -2.2 4.8 5.4 0.283
P -2.279 -0.787 -2.844 2.3 -0.1 -2.0 1.922
F -1.029 3.070 0.293 -0.7 -0.3 -1.3 -0.316
F -0.743 3.040 -1.896 -0.6 -0.3 0.7 -0.313
F -2.769 2.863 -1.044 0.8 0.2 0.1 -0.333
O 0.380 -2.189 -1.960 -0.2 1.2 -0.2 -0.617
O 1.979 4.123 -0.423 0.6 0.3 -0.1 -0.946
O 1.741 -0.450 -1.672 -0.5 -0.5 -0.1 -0.478
O -2.164 -0.381 -4.282 -1.0 -0.4 0.3 -1.108
O 1.803 -1.636 1.902 0.4 0.0 0.0 -0.988
O 2.791 2.365 -1.980 0.7 0.4 -0.2 -0.946
O 0.514 0.248 1.015 0.9 -0.7 0.2 -1.025
N 2.478 0.777 2.495 1.7 1.4 0.9 -0.987
C -2.260 -2.581 -2.553 -0.2 -0.5 -0.1 -0.429
C -0.627 0.050 -2.101 1.0 -3.2 -4.4 -0.819
C 0.556 0.600 5.884 -0.3 0.0 -0.3 -0.230
C -4.225 -0.683 -0.778 -0.3 0.2 0.1 -0.172
C -5.945 0.929 -2.257 -0.1 -0.2 0.1 -0.243
C -2.678 -5.335 -2.214 0.0 0.2 -0.2 -0.212
C -2.844 -4.749 -3.474 0.1 0.1 0.2 -0.244
C -1.395 1.154 4.505 0.3 -0.2 0.4 -0.239
C 5.065 3.596 0.143 0.4 -0.3 0.1 -0.205
C 6.359 2.613 1.954 -0.6 -0.2 -0.5 -0.214
C -2.020 -3.184 -1.312 -0.4 -0.4 0.1 -0.170
C 0.542 -0.983 -1.902 -0.2 -0.4 0.2 0.823
C 4.240 1.690 1.321 1.7 2.9 -1.7 0.081
C -1.464 2.533 -0.882 0.8 -1.4 0.5 0.889
C -2.625 -3.378 -3.646 0.0 0.0 0.3 -0.125
C 4.070 2.650 0.361 0.5 -1.5 1.8 -0.211
C -0.798 0.541 3.406 0.2 0.3 0.5 -0.136
C -2.250 -4.553 -1.137 0.1 0.4 -0.1 -0.212
C -5.373 -0.159 -0.178 0.1 -0.3 -0.3 -0.215
C -3.859 -0.287 -2.074 -0.4 -0.1 0.1 -0.430
C 6.215 3.568 0.940 -0.1 -0.2 0.1 -0.215
C -4.767 0.453 -2.839 0.2 0.1 0.1 -0.115
C -0.701 1.209 5.725 0.1 0.1 0.1 -0.216
C -6.243 0.642 -0.922 0.3 0.1 -0.2 -0.202
C 5.350 1.648 2.138 -0.1 -0.4 0.6 -0.236
C 0.494 0.044 3.561 0.2 -0.3 -0.2 -0.289
C 4.016 -0.940 -1.001 0.5 0.1 0.4 -0.640
C 2.700 -1.521 -1.423 0.1 -0.1 0.0 -0.081
C 1.157 -0.012 4.784 -0.7 0.3 0.3 -0.170
H -4.546 0.643 -3.892 0.1 0.1 0.4 0.233
H 5.410 0.901 2.935 0.1 0.3 -0.3 0.232
H -0.292 0.780 -2.857 -0.4 -0.2 0.2 0.320
H 6.999 4.304 0.772 -0.2 -0.1 0.1 0.213
H 3.211 0.924 1.633 0.1 -0.2 -0.2 0.244
H 4.817 -1.643 -1.248 -0.1 0.1 0.0 0.205
H -2.375 1.615 4.385 0.2 -0.1 0.2 0.210
H -6.640 1.517 -2.857 0.2 -0.2 0.1 0.210
H 4.241 0.018 -1.470 -0.1 0.0 -0.1 0.236
H -1.282 0.507 2.435 0.2 0.1 0.1 0.240
H 4.047 -0.824 0.086 0.0 0.2 -0.1 0.214
H -7.162 1.017 -0.470 0.3 0.0 -0.1 0.209
H 7.232 2.602 2.605 -0.2 0.0 -0.2 0.214
H -2.084 -4.993 -0.151 0.0 0.1 -0.3 0.213
H -2.879 -6.399 -2.074 0.1 0.3 -0.1 0.207
H -2.729 -2.910 -4.626 -0.1 -0.1 0.3 0.228
H 2.123 -0.495 4.856 0.0 0.2 -0.1 0.230
H -1.126 1.764 6.566 0.0 -0.2 -0.3 0.203
H -1.630 -2.604 -0.475 -0.2 -0.1 -0.2 0.229
H 2.291 -2.149 -0.626 0.1 0.0 -0.2 0.222
H -3.633 -1.420 -0.235 0.0 0.5 0.0 0.227
H 2.798 -2.124 -2.335 -0.1 0.2 0.2 0.180
H -5.589 -0.394 0.865 0.0 0.0 -0.3 0.213
H 4.926 4.344 -0.634 0.0 0.0 0.1 0.226
H -3.154 -5.350 -4.329 0.1 0.1 0.2 0.207
H 1.087 0.636 6.840 -0.3 0.0 -0.3 0.207
```
Positions in Å, forces in eV/Å.

The calculation puts the highest occupied orbital energy at -4.736 eV. As for the net charge: -1. Its total energy is -96259.3063 eV. The energy relative to the best compared isomer or geometry (same formula, charge and spin) is 138.8 kJ/mol. The calculation puts the molar mass at 684.70 g/mol. The orbital gap comes out at 5.1471 eV.

Record 2
11 unconnected molecules or ions with the total composition C19H60N6O11 at a distorted geometry. Source: OMol25; level of theory: wB97M-V/def2-TZVPD.

Geometry as XYZ:
```
96
Properties=species:S:1:pos:R:3:forces:R:3:lowdin_charge:R:1
O -14.529 -19.704 -11.612 6.2 2.5 5.4 -0.020
O -7.170 -18.755 -13.082 -1.1 3.0 2.1 -0.085
O -8.410 -19.974 -15.135 -0.8 5.0 0.2 -0.033
O -12.385 -19.057 -9.599 -7.2 -6.8 1.9 0.003
O -8.404 -21.260 -11.747 -0.1 2.2 0.3 -0.128
O -10.450 -19.219 -13.158 1.4 -0.8 0.8 -0.154
O -13.515 -17.531 -16.224 -1.0 1.1 0.1 -0.172
O -11.917 -19.418 -17.139 4.5 2.6 -3.2 -0.115
O -12.978 -23.099 -10.859 4.9 4.4 -0.7 -0.133
O -11.532 -15.524 -12.455 9.5 -1.9 2.3 0.032
O -9.273 -15.190 -15.196 0.3 1.2 0.1 -0.104
N -11.102 -17.727 -18.601 -0.4 1.9 -1.9 0.187
N -10.677 -22.520 -10.909 3.0 -3.0 1.7 0.160
N -9.665 -18.919 -17.493 3.1 0.1 -1.1 0.190
N -8.747 -17.274 -12.257 -3.1 -0.5 -0.3 0.208
N -12.125 -21.009 -11.611 -2.7 1.9 -0.5 0.148
N -6.609 -16.866 -11.927 4.4 1.4 1.0 0.162
C -12.674 -15.116 -12.663 -10.2 2.3 -0.8 -0.607
C -11.938 -22.220 -11.097 -5.6 -5.0 0.7 -0.582
C -11.587 -18.181 -9.971 5.1 5.5 -1.1 -0.668
C -10.904 -18.728 -17.782 -5.7 -2.6 3.5 -0.577
C -15.767 -18.820 -13.332 1.0 1.9 -0.8 -0.046
C -12.949 -14.478 -14.047 0.0 -0.8 1.6 -0.015
C -9.488 -22.014 -14.928 -1.1 -1.3 -0.5 -0.038
C -8.231 -21.253 -15.109 1.7 -6.6 -0.6 -0.607
C -11.886 -16.824 -9.300 0.4 0.1 -0.3 -0.024
C -14.433 -17.475 -17.317 0.2 -1.7 0.5 -0.147
C -15.401 -19.958 -12.479 -6.8 -3.2 -4.3 -0.634
C -14.917 -21.155 -13.306 -0.5 -0.7 1.0 -0.012
C -10.230 -18.675 -9.578 3.1 -0.2 0.0 -0.054
C -7.735 -22.437 -11.888 0.4 -1.7 1.4 -0.188
C -7.539 -21.753 -16.384 1.0 -0.2 -0.5 -0.039
C -13.697 -16.307 -12.501 -1.5 3.0 -2.6 -0.026
C -11.615 -18.969 -13.844 -1.7 -1.1 -0.7 -0.145
C -7.528 -17.656 -12.422 1.6 -3.3 -2.1 -0.632
C -9.633 -16.505 -15.492 -1.1 0.4 -2.0 -0.171
H -10.045 -18.924 -8.500 -0.9 0.2 -0.8 0.104
H -9.235 -23.087 -14.830 -0.3 0.5 0.0 0.105
H -5.647 -17.138 -12.185 -1.0 0.2 0.4 0.129
H -9.352 -16.693 -16.530 0.7 -0.6 0.2 0.059
H -9.500 -14.669 -15.988 0.2 -0.1 0.8 0.094
H -8.267 -23.060 -12.525 -1.0 -1.2 -1.5 0.057
H -15.545 -21.394 -14.155 -0.5 -0.1 0.1 0.079
H -12.426 -19.008 -13.142 -0.5 0.5 0.5 0.057
H -11.888 -19.793 -14.542 0.5 0.8 -0.1 0.109
H -11.208 -16.072 -9.736 -0.3 -0.1 0.3 0.075
H -10.720 -16.571 -15.615 -0.2 -0.4 0.7 0.069
H -6.624 -21.207 -16.639 -0.2 0.5 0.3 0.080
H -13.885 -17.610 -18.278 -0.4 1.1 0.2 0.053
H -13.411 -17.026 -13.285 -0.6 0.2 0.2 0.059
H -9.941 -19.585 -10.161 -0.4 0.5 0.4 0.074
H -10.413 -23.420 -10.367 -1.0 2.3 -1.6 0.169
H -13.107 -20.635 -11.724 1.5 -1.0 0.1 0.083
H -12.526 -15.057 -14.843 0.0 -0.6 -0.5 0.060
H -9.220 -17.210 -14.799 0.2 -0.2 0.3 0.061
H -9.910 -21.928 -11.271 -0.9 -0.3 0.7 0.055
H -11.330 -16.179 -13.083 0.9 -1.5 -1.3 0.061
H -13.944 -20.959 -13.759 0.2 0.1 0.4 0.070
H -16.515 -18.996 -14.065 -0.9 -0.3 -0.4 0.081
H -8.175 -21.707 -17.264 -0.3 0.1 0.0 0.075
H -13.000 -18.334 -16.336 0.6 -0.6 -0.4 -0.011
H -12.306 -19.824 -10.226 -0.3 0.3 1.0 0.081
H -11.796 -16.843 -8.202 0.3 -0.3 -0.4 0.088
H -7.154 -22.766 -16.321 -0.4 -0.4 0.3 0.078
H -14.017 -14.378 -14.128 -0.3 0.3 -0.5 0.074
H -11.435 -20.533 -12.154 0.8 0.0 0.1 0.060
H -7.624 -23.039 -10.979 -0.1 0.4 0.5 0.097
H -15.957 -17.900 -12.795 -0.7 0.1 0.6 0.070
H -10.032 -21.690 -14.066 -0.2 0.0 0.9 0.058
H -12.870 -14.343 -11.890 -0.4 -0.2 -0.3 0.155
H -11.548 -18.003 -14.288 -0.4 0.6 -0.9 0.052
H -15.040 -18.419 -17.349 -0.1 0.9 0.4 0.088
H -9.463 -19.519 -16.761 0.8 -1.3 1.6 0.052
H -15.082 -16.592 -17.160 0.5 -0.5 -0.6 0.088
H -14.887 -18.486 -13.867 0.5 -0.2 -0.6 0.060
H -7.763 -20.539 -11.848 -0.5 0.3 -0.1 0.087
H -14.927 -19.088 -11.002 0.7 0.4 0.8 0.137
H -6.772 -22.309 -12.257 1.9 0.3 -0.8 0.074
H -10.335 -17.100 -18.851 -0.6 -0.5 0.1 0.125
H -16.309 -20.188 -11.832 -0.1 -0.7 -1.4 0.165
H -8.871 -18.489 -18.003 -1.1 -0.6 0.7 0.154
H -9.447 -17.959 -12.542 -0.2 0.1 0.1 0.069
H -14.875 -21.994 -12.565 0.3 0.3 -1.0 0.099
H -7.576 -21.592 -14.273 -0.2 0.5 -0.2 0.132
H -10.208 -21.925 -15.755 0.4 0.1 -0.1 0.098
H -14.772 -15.868 -12.626 1.8 -1.1 -0.1 0.118
H -12.450 -13.561 -13.980 0.6 1.7 -0.5 0.057
H -6.640 -16.115 -11.217 -0.8 -1.0 -1.0 0.137
H -9.090 -16.442 -11.809 0.4 0.2 0.1 0.126
H -12.906 -16.509 -9.474 -0.3 0.1 -0.3 0.062
H -13.666 -16.726 -11.569 0.4 -1.2 2.4 0.016
H -9.817 -19.586 -13.787 0.6 -0.1 -0.1 0.056
H -11.614 -18.088 -11.072 0.3 0.7 -0.1 0.122
H -9.456 -17.935 -9.805 0.2 0.0 -0.1 0.055
H -7.631 -19.657 -14.676 0.1 1.7 0.5 0.080
H -12.012 -17.485 -18.927 -0.4 0.0 0.0 0.090
```
Positions in Å, forces in eV/Å.

The calculation puts the highest occupied orbital energy at -8.429 eV. As for the net charge: 0. Its total energy is -52134.9405 eV. The energy relative to the best compared isomer or geometry (same formula, charge and spin) is 448.0 kJ/mol. The calculation puts the molar mass at 548.72 g/mol. The orbital gap comes out at 8.4657 eV. The structure (SMILES) is NC(N)=O.NC(N)=O.NC(N)=O.CC(C)O.CC(C)O.CC(C)O.CC(C)O.CO.CO.CO.CO.